[1]
A structure of composition C9H20NO2S at a distorted geometry, computed with ωB97M-V with the def2-TZVPD basis set.

net charge: +1
energy relative to the best compared isomer or geometry (same formula, charge and spin): 3.299 eV

Atoms and positions in Å:
1 S 0.638 1.019 -0.096
2 O 0.032 1.924 -1.264
3 O 1.181 1.881 0.938
4 N -1.337 0.951 0.622
5 C -2.181 -0.055 -0.069
6 C 3.194 -0.195 -0.055
7 C -3.267 0.640 -0.998
8 C 2.686 0.614 -1.025
9 C -2.953 -0.882 0.962
10 C -1.245 -0.883 -1.038
11 C 4.156 0.161 0.976
12 C -1.561 1.679 1.623
13 C 2.675 -1.647 -0.047
14 H 3.505 -2.413 0.223
15 H -0.368 -1.225 -0.472
16 H 3.667 0.149 1.875
17 H 2.912 1.665 -1.231
18 H 4.961 -0.445 0.798
19 H 2.159 0.274 -1.964
20 H -2.590 1.621 2.056
21 H -0.236 2.793 -1.066
22 H -3.748 -0.005 -1.765
23 H -2.154 -1.474 1.501
24 H -3.267 -0.141 1.602
25 H -3.665 -1.347 0.398
26 H -2.731 1.384 -1.494
27 H -1.863 -1.723 -1.176
28 H 2.392 -1.827 -0.981
29 H 1.740 -1.803 0.693
30 H 4.432 1.271 0.916
31 H -0.777 2.200 1.917
32 H -3.961 1.075 -0.259
33 H -1.050 -0.290 -2.076

Atoms 1-3, force components in eV/Å:
S -1.22 1.51 1.57
O 1.28 -2.40 -1.34
O -0.55 -0.47 -0.42

Quick look at the Löwdin charges, all values in e: atom 1 (S): 0.995, atom 2 (O): -0.217, atom 3 (O): -0.361, atom 4 (N): -0.091, atom 5 (C): -0.568, atom 6 (C): -0.386, atom 7 (C): -0.005, atom 8 (C): -0.116, atom 9 (C): 0.000, atom 10 (C): -0.060, atom 11 (C): -0.026, atom 12 (C): 0.111, atom 13 (C): -0.028, atom 14 (H): 0.130, atom 15 (H): 0.041, atom 16 (H): 0.070, atom 17 (H): 0.093, atom 18 (H): 0.075, atom 19 (H): 0.107, atom 20 (H): 0.138, atom 21 (H): 0.077, atom 22 (H): 0.115, atom 23 (H): 0.129, atom 24 (H): 0.035, atom 25 (H): 0.070, atom 26 (H): 0.045, atom 27 (H): 0.066, atom 28 (H): 0.011, atom 29 (H): 0.138, atom 30 (H): 0.133, atom 31 (H): 0.038, atom 32 (H): 0.096, atom 33 (H): 0.147

---

[2]
A structure of composition C8H13N5O2 at a distorted geometry, computed with ωB97M-V with the def2-TZVPD basis set.

net charge: +2
energy relative to the best compared isomer or geometry (same formula, charge and spin): 3.962 eV

Atoms and positions in Å:
1 O -2.194 -0.389 -0.985
2 O 3.347 -0.670 -1.464
3 N -4.015 0.585 1.913
4 N -1.057 1.876 -1.297
5 N 2.764 -0.975 0.737
6 N -2.019 1.104 0.816
7 N -3.294 -0.425 -0.153
8 C 2.496 -0.617 -0.509
9 C -3.214 0.442 0.855
10 C 4.530 -1.494 -1.335
11 C 1.209 -0.065 -0.928
12 C 0.298 0.215 0.028
13 C -1.055 0.781 -0.226
14 C 1.745 -0.950 1.604
15 C 0.545 -0.332 1.300
16 H -1.700 1.666 -1.997
17 H 4.663 -2.268 -0.501
18 H -1.656 2.638 -1.043
19 H 2.028 -1.407 2.470
20 H -0.043 1.875 -1.507
21 H 5.300 -0.853 -1.432
22 H -3.597 0.770 2.803
23 H 0.981 0.142 -1.917
24 H -0.203 -0.304 1.963
25 H -4.811 -0.025 1.905
26 H -1.572 1.607 1.549
27 H 4.698 -2.063 -2.207
28 H -4.175 -0.864 -0.441

Atoms 1-3, force components in eV/Å:
O 1.74 1.59 0.17
O 1.03 -1.24 -0.79
N -0.12 -0.44 -1.60

Quick look at the Löwdin charges, all values in e: atom 1 (O): -0.003, atom 2 (O): 0.021, atom 3 (N): 0.251, atom 4 (N): 0.324, atom 5 (N): 0.194, atom 6 (N): 0.170, atom 7 (N): 0.104, atom 8 (C): -0.327, atom 9 (C): -0.306, atom 10 (C): 0.008, atom 11 (C): 0.098, atom 12 (C): -0.175, atom 13 (C): -0.110, atom 14 (C): -0.029, atom 15 (C): 0.009, atom 16 (H): 0.151, atom 17 (H): 0.141, atom 18 (H): 0.184, atom 19 (H): 0.107, atom 20 (H): 0.184, atom 21 (H): 0.060, atom 22 (H): 0.145, atom 23 (H): 0.115, atom 24 (H): 0.069, atom 25 (H): 0.146, atom 26 (H): 0.172, atom 27 (H): 0.086, atom 28 (H): 0.211

---

[3]
A cluster of 3 separate species, C2H13N2O2 in total at a distorted geometry, computed with ωB97M-V with the def2-TZVPD basis set.

net charge: +1
energy relative to the best compared isomer or geometry (same formula, charge and spin): 1.317 eV

Atoms and positions in Å:
1 O 1.016 -2.083 2.227
2 O -0.002 -2.975 -1.263
3 N -0.087 0.710 1.105
4 N -0.063 0.754 -1.627
5 C -0.093 2.007 0.348
6 C -0.847 1.775 -0.987
7 H 0.239 -3.508 -0.517
8 H 0.616 0.248 1.685
9 H 0.515 -3.440 -1.931
10 H -0.752 2.743 -1.482
11 H 0.907 -2.250 3.155
12 H -0.017 0.169 0.197
13 H -0.516 0.306 -2.415
14 H 0.781 1.089 -2.084
15 H -0.991 0.571 1.565
16 H -0.453 2.821 0.969
17 H 0.751 -2.882 1.732
18 H -1.863 1.479 -0.751
19 H 0.857 2.466 0.074

Atoms 1-3, force components in eV/Å:
O -0.20 0.17 -1.27
O 0.27 0.05 -0.48
N -0.25 -0.71 -1.80

Quick look at the Löwdin charges, all values in e: atom 1 (O): -0.045, atom 2 (O): -0.050, atom 3 (N): 0.174, atom 4 (N): -0.002, atom 5 (C): -0.152, atom 6 (C): -0.233, atom 7 (H): 0.007, atom 8 (H): 0.143, atom 9 (H): 0.048, atom 10 (H): 0.127, atom 11 (H): 0.040, atom 12 (H): 0.129, atom 13 (H): 0.101, atom 14 (H): 0.106, atom 15 (H): 0.171, atom 16 (H): 0.126, atom 17 (H): 0.052, atom 18 (H): 0.128, atom 19 (H): 0.131

---

[4]
A structure of composition Cl5HgMgNO23 at a distorted geometry, computed with ωB97M-V with the def2-TZVPD basis set.

net charge: -2

Atoms and positions in Å:
1 Hg -1.027 -1.419 -0.471
2 Cl 1.985 -1.895 -0.430
3 Cl -3.048 -3.438 -1.872
4 Cl 2.757 2.336 2.361
5 Cl -1.778 2.033 -0.447
6 Cl -2.359 -1.557 2.440
7 Mg 1.617 2.586 0.057
8 O -1.256 0.806 -1.146
9 O 3.133 -2.020 -1.285
10 O -2.307 -3.047 -3.018
11 O 4.102 2.613 2.781
12 O 2.810 1.382 1.337
13 O -2.374 2.848 -1.430
14 O 3.027 2.972 -3.563
15 O -0.547 2.840 -0.140
16 O 1.014 -2.802 -0.902
17 O -3.044 -2.265 -0.933
18 O -2.518 -4.636 -1.306
19 O -2.530 1.784 0.750
20 O 2.421 -2.214 0.890
21 O -2.873 -1.092 1.172
22 O -4.429 -3.636 -2.132
23 O -3.246 -2.526 2.993
24 O 3.752 2.138 -1.665
25 O 1.312 -0.600 -0.479
26 O 1.900 2.003 3.402
27 O 1.764 3.165 -1.824
28 O -2.219 -0.429 3.326
29 O -1.022 -2.139 2.135
30 O 2.075 3.475 1.760
31 N 2.908 2.739 -2.360

Atoms 1-3, force components in eV/Å:
Hg -0.26 -0.24 0.66
Cl 3.83 -0.58 0.78
Cl -1.21 -0.47 -0.05

Quick look at the Löwdin charges, all values in e: atom 1 (Hg): 1.305, atom 2 (Cl): 0.643, atom 3 (Cl): 0.655, atom 4 (Cl): 0.659, atom 5 (Cl): 0.758, atom 6 (Cl): 0.671, atom 7 (Mg): 0.867, atom 8 (O): -0.428, atom 9 (O): -0.312, atom 10 (O): -0.340, atom 11 (O): -0.277, atom 12 (O): -0.319, atom 13 (O): -0.285, atom 14 (O): 0.033, atom 15 (O): -0.412, atom 16 (O): -0.378, atom 17 (O): -0.457, atom 18 (O): -0.317, atom 19 (O): -0.266, atom 20 (O): -0.300, atom 21 (O): -0.445, atom 22 (O): -0.324, atom 23 (O): -0.323, atom 24 (O): 0.014, atom 25 (O): -0.412, atom 26 (O): -0.246, atom 27 (O): -0.134, atom 28 (O): -0.335, atom 29 (O): -0.406, atom 30 (O): -0.363, atom 31 (N): -0.524

---

Number 1: electronic energy -957.92529 a.u., lowest unoccupied orbital energy -0.15423 Eh. Number 2: electronic energy -736.12389 a.u., lowest unoccupied orbital energy -0.31324 Eh. Number 3: electronic energy -343.72807 a.u., lowest unoccupied orbital energy -0.10854 Eh. Number 4: electronic energy -4438.54105 a.u., lowest unoccupied orbital energy 0.12586 Eh.